(1)
11 unconnected molecules or ions with the total composition C6H32O10. Source: the Open Molecules 2025 dataset; level of theory: ωB97M-V/def2-TZVPD.

Calculated total energy: -1000.0896 Ha
HOMO level: -8.94 eV
Charge: 0
Lowest unoccupied orbital energy: 0.1 eV
ΔE to the lowest compared entry with this formula, charge and spin: 336.2 kJ/mol
Multiplicity: 1
Structure (SMILES): C/C=C(\C)CC.O.O.O.O.O.O.O.O.O.O
Max |F|: 3.53 eV/A
HOMO-LUMO gap: 9.02 eV

Element x y z (Å)
H 1.8205 -3.2630 -2.4523
H -3.5993 -1.7228 -2.1358
H -1.6920 1.7732 0.8470
H -3.8148 1.8851 -2.1244
H 0.7729 2.0593 1.2223
H -1.7128 -1.8926 -3.5451
H 0.7257 -2.5617 -3.5903
O 0.5686 -0.7241 2.0805
H -3.1274 2.0704 0.2801
O -1.0217 3.9845 0.4670
O -2.6218 1.5095 0.8588
H -1.1860 -2.7171 -0.2442
H -0.4616 -0.5324 -3.8278
C 1.3946 -2.2902 -2.7565
H -3.4318 -1.5555 -0.2991
H 1.8282 0.3978 3.3799
O 3.1362 1.4158 0.5164
O 0.5618 -3.6204 1.4563
H -2.3360 2.0235 -1.5800
C -0.6872 -1.3494 -1.8009
H -0.2547 3.2177 -2.5522
O 4.2218 -2.0534 1.6006
H 3.6739 -1.2576 1.7447
C -1.5040 -2.1569 -1.0869
H 3.4696 -2.5813 1.2791
O -3.2241 2.4125 -1.5911
O 1.7181 0.7983 4.2254
H 1.0679 -0.3220 -1.9051
H 0.8136 0.9348 4.4891
H -0.1130 3.0791 -1.0000
H 1.3430 -1.5517 -0.7551
C -3.0221 -2.0663 -1.1824
H 2.2936 -1.7860 -3.2074
H -1.9087 4.0964 0.8149
H -1.9078 -0.1061 -3.0323
O 0.1999 1.8443 1.9957
H 3.3140 0.7863 -0.2244
H -0.0045 -2.8825 1.2832
H 0.8142 2.2239 2.6567
C -1.2106 -0.9716 -3.1703
O -0.0170 2.6047 -1.8552
H -0.3015 -1.1595 1.9649
H -0.5185 4.0402 1.2838
C 0.7888 -1.3792 -1.6895
H 3.9011 1.2728 1.1604
H 1.0016 -0.6525 1.2266
H 0.2735 -4.3689 1.9649
H -3.4464 -3.1183 -1.3856

=====

(2)
14 unconnected molecules or ions with the total composition C40H114N6O22. Source: the Open Molecules 2025 dataset; level of theory: ωB97M-V/def2-TZVPD.

Calculated total energy: -3575.9932 Ha
HOMO level: -8.99 eV
Charge: 0
Lowest unoccupied orbital energy: 0.3 eV
ΔE to the lowest compared entry with this formula, charge and spin: 0.0 kJ/mol
Multiplicity: 1
Max |F|: 2.63 eV/A
HOMO-LUMO gap: 9.26 eV

Element x y z (Å)
H -1.1374 -1.6290 5.0197
H -0.3566 2.6142 -0.2172
H 3.0555 -2.6103 -3.7609
O -0.0045 5.6331 4.6018
H 2.6580 -6.2304 0.6517
O 1.3943 -4.3144 -0.5084
C 0.2109 0.9241 0.9896
H 5.3168 -2.0580 -3.9720
O -1.3228 7.4765 2.8007
H -1.7558 -5.8544 -3.2455
C 0.4722 2.3174 0.4223
H -3.9955 1.3423 0.3852
C 2.3373 5.5291 -0.8659
H 2.0850 3.0061 -3.6844
H 3.7871 -1.1731 1.4894
H -4.0405 2.9493 -0.2924
H 4.1151 5.3336 2.1498
H -2.3098 -3.6111 -5.2501
O -0.6580 -1.2939 0.2656
H -0.2483 5.9969 -1.4624
C 4.4461 -3.1194 1.4765
C -4.3000 0.9786 -5.0629
H -1.8867 -3.4773 2.7496
C 3.1257 3.4517 5.3101
C -2.9301 -4.9095 4.4509
C 0.7443 -5.3725 0.1743
C -4.0242 2.4051 0.6506
C -1.2198 -2.0627 -0.7378
H 0.2140 -2.1308 1.7534
H -3.6977 -0.5000 -3.0547
H 0.3123 -6.0545 -0.5651
O 5.1807 3.9540 3.3108
C -1.1273 -3.8729 3.4348
H -3.5055 0.8332 -1.8888
H 2.6647 1.1130 4.3479
H -1.9943 2.9170 0.9349
H -1.4337 2.7698 -2.5835
C -1.3702 3.8179 -2.2882
O -5.2528 2.5888 1.3692
H -2.6974 -5.9582 4.2100
H 4.9233 2.0208 3.9155
C -4.0707 0.4826 -2.7499
H 1.4999 5.6558 3.2783
H 5.0830 -2.9471 0.6046
H 0.3105 0.0986 -0.9615
H 4.1784 -0.5463 -1.1422
C 0.7318 1.2780 -3.4984
H 5.1616 -1.3395 2.5508
H -0.5169 0.8573 5.7979
H 2.1626 4.4724 -0.6422
H -2.6453 -5.3222 0.0386
H 2.5077 -2.2393 3.0117
N 2.1507 1.8224 3.8164
H -3.0674 3.8087 2.0226
H 2.1736 3.5629 5.8182
H -0.0885 -0.0500 -4.6734
H -3.8393 2.3073 -8.2093
H -0.7838 -4.8385 3.0466
O -1.4467 3.9269 6.6936
H -0.1488 -4.1727 -6.0204
H -2.1062 2.0507 3.2357
C 0.0035 -7.6858 -2.8647
H 1.1104 -4.6737 -5.1884
H -5.1291 0.4273 -2.4784
H -1.0979 -6.1458 -4.8263
H 3.2093 -2.6125 -1.3233
H -2.5897 -3.6440 -3.5319
H 1.7885 7.1732 -3.7484
H 0.0612 5.1251 2.6128
H 0.6263 8.0589 3.3401
C 3.0201 3.0161 3.8455
C 1.7448 5.7558 -2.2512
H -5.6537 -5.5942 -0.1392
H -0.1047 -5.0044 0.7541
O 3.2124 -0.5530 -1.1558
H -0.6825 -2.0262 -1.6958
H 4.5199 -4.2705 3.0398
C 1.6750 -6.0892 1.1196
H -5.4450 -6.6521 1.8865
H -3.6958 -4.6995 -1.2153
O 0.0087 4.1286 -2.2214
H 0.2925 2.9257 6.6283
H 1.3351 2.3544 -0.2528
C -3.5828 -5.5169 -0.5004
H -4.5167 2.8755 -6.0202
H 1.3539 -7.0933 1.4128
H 1.7842 -1.8369 -2.0246
H 2.1610 -4.6815 -0.9613
O -3.9213 1.4202 -3.7922
N 2.0628 7.1076 -2.7696
O 1.8649 -5.3377 2.3214
H -1.7936 3.9743 -1.2876
H -3.5521 -4.5812 3.6096
C 3.5056 -1.7546 -3.2455
H -2.1426 1.5156 5.5989
H -3.7111 0.0766 -5.2991
H -1.9184 4.4165 -3.0211
H -0.4369 -8.2337 -3.7010
H 4.3533 2.3068 2.2829
H 3.4761 -3.4197 1.0617
C -4.0593 1.4659 -7.5481
C -1.0881 1.7821 5.6491
O -4.6371 -6.6118 1.3691
H -1.8605 1.9308 -6.5953
O 3.4016 -1.9954 3.3685
H -1.4095 -3.1110 -0.5192
O 5.0210 -4.1744 2.2237
O -0.3807 0.7431 -4.2170
O 0.2745 -6.3583 -3.2612
H 2.1155 2.7055 -6.0163
H 1.0505 -3.4662 1.8939
H -2.2013 1.9713 -5.0273
H 0.9241 -8.1492 -2.5095
H -1.6056 7.9001 1.9896
H -1.0392 -1.0009 3.3705
H 0.4074 1.5944 -2.5101
H 2.5866 3.7967 3.2119
H -3.2923 0.7266 -7.7972
H 3.4380 -0.7717 -3.7169
O 1.9616 1.9628 -5.4292
H -5.0375 1.0471 -7.7757
H 0.7264 -3.3370 4.3421
C 0.0789 7.2969 2.7840
C -0.4923 -1.5467 4.1459
H -0.1603 5.9182 -3.2665
H -3.2977 -7.4209 -0.6975
H -0.6567 -7.7091 -1.9880
H -0.0605 -3.9054 -3.1496
H 0.3382 -0.8862 4.4092
C 0.4362 5.9089 3.2899
H 3.4141 5.6778 -0.8318
H 1.3296 -0.6534 1.4752
H 1.8157 6.0617 -0.0700
N -2.4660 2.3831 -5.9195
O -3.4974 -6.6876 -1.2925
H -5.3823 0.8193 -5.1441
H 0.4269 7.2864 1.7450
C -4.7416 -5.5220 0.4697
C -0.7551 2.6866 6.8427
H -2.1913 -1.6593 -1.0660
H 2.2471 5.0879 -2.9581
H -5.1757 2.0953 2.1921
H -1.5929 -2.3843 -4.1485
C 2.8572 -1.7301 -1.8689
H 0.3265 2.1576 4.2124
C -0.8365 -5.7360 -3.8344
O -0.6158 2.3192 4.4290
C -3.8646 2.0011 -6.1264
H 0.7673 2.9990 1.2206
H -1.3274 0.4904 -0.4465
H 3.7955 2.7552 5.8238
C -0.3810 0.0354 -0.1155
C 4.4228 2.7575 3.2797
H -0.8387 2.1749 7.7953
C -0.5521 -4.2451 -4.0693
C -1.8244 -3.4420 -4.2875
H 3.6643 4.3995 5.3985
H 5.1236 4.1965 1.2084
H -0.9671 4.3941 6.0011
H 1.4819 0.4944 -3.4012
H -0.9326 5.8613 4.7283
O 4.9092 -2.0086 -3.1056
H 2.0942 0.3756 0.4987
H 5.8490 5.4697 2.2294
H 3.0722 7.2016 -2.8589
H 0.5974 3.2192 -4.5099
H 2.2131 1.4004 2.8707
C 0.0103 -2.8786 3.6534
C 1.3209 2.4471 -4.2343
H -0.3349 0.9720 1.9331
C 0.2414 5.5340 -2.3258
C 5.0380 4.7452 2.1469
C -2.8848 2.8294 1.5817
H 2.3410 -5.8178 3.0005
N 1.5408 0.3337 1.3543
N 0.7810 -2.6471 2.4350
H -3.5655 -4.9473 5.3357
N 0.3791 -3.9644 -5.1708
H -4.8270 -4.5845 1.0318
O -2.6779 1.7818 2.4973
O -1.7675 -4.1667 4.6906
C 4.2417 -1.8351 2.2418

=====

(3)
A molecular structure, C14H23N3OPPdS2. Source: the Open Molecules 2025 dataset; level of theory: ωB97M-V/def2-TZVPD.

Calculated total energy: -2051.9941 Ha
HOMO level (spin up / spin down): -9.32 / -11.15 eV
Charge: +1
Lowest unoccupied orbital energy (spin up / spin down): -3.0 / -5.8 eV
ΔE to the lowest compared entry with this formula, charge and spin: 92.4 kJ/mol
Multiplicity: 5
Max |F|: 3.58 eV/A
Expectation value of S²: 6.05
HOMO-LUMO gap (spin up / spin down): 6.33 / 5.31 eV

Element x y z (Å)
C 1.9582 1.3089 -0.7937
C -0.0135 2.7968 1.6999
C -1.1399 0.2875 -3.0789
C 3.0651 -1.4774 -2.9652
P -1.9232 -0.0546 -1.4591
N 1.2666 -0.9697 -0.8961
H 0.7592 -2.9534 -0.9774
C 1.7074 -0.6732 2.9078
C 2.2530 -2.4925 -2.4487
H -3.2220 -2.0316 -0.8965
H 0.5273 4.8186 4.7247
N 0.8836 2.6259 0.7864
S -0.0887 4.3838 2.4725
C 3.0085 -0.2331 -2.3985
H 2.4726 -1.4406 3.0496
H -1.8693 -2.8796 1.6843
C -1.6550 -2.0657 2.3817
H -1.0934 1.3650 -3.2331
H -1.6659 -2.4464 3.4037
H -4.0560 0.4717 -2.4905
H -0.0508 3.1400 4.5299
H 2.6414 2.1025 -1.0745
S -1.2112 1.5958 2.1523
H -4.1345 0.6214 -0.7137
C 0.5677 3.9270 4.1074
H 2.3016 -3.4940 -2.8448
C -2.4248 -1.8207 -1.6118
H 1.5975 3.5986 3.9884
H -0.1248 -0.1055 -3.0966
C -3.5300 0.8182 -1.5994
H -1.7161 -0.1728 -3.8786
H 3.7240 -1.6767 -3.7951
H -2.4578 -1.3215 2.2696
H 1.7907 -0.2280 1.9006
C -0.3531 -1.4104 2.0569
H -2.7779 -2.0349 -2.6225
H 1.8194 0.0951 3.6748
O 0.4301 -1.2795 3.0751
H 3.6527 0.5672 -2.7218
C 2.0799 0.0298 -1.3612
H -1.5721 -2.4642 -1.3837
N 1.0033 1.5430 0.1087
C 1.3915 -2.1848 -1.4100
H -3.3605 1.8916 -1.6720
Pd -0.4607 -0.0775 0.4489

=====

(4)
2 unconnected molecules or ions with the total composition C4H8BrN2O. Source: the Open Molecules 2025 dataset; level of theory: ωB97M-V/def2-TZVPD.

Calculated total energy: -2915.5830 Ha
HOMO level: -13.64 eV
Charge: +1
Lowest unoccupied orbital energy: -5.3 eV
ΔE to the lowest compared entry with this formula, charge and spin: 247.2 kJ/mol
Multiplicity: 1
Max |F|: 5.10 eV/A
HOMO-LUMO gap: 8.38 eV

Element x y z (Å)
H -2.4690 -0.4911 1.8518
H -1.4281 -1.5057 2.6573
Br 2.5986 -1.6149 -0.9801
N 1.7339 -0.0169 -1.2482
H 1.5940 -0.1267 1.5312
C 0.1236 0.7980 -2.4392
C -0.4051 0.9383 -1.2079
H -1.6489 -1.9257 1.1606
H -0.3951 1.1498 -3.3912
H -0.2682 0.1508 1.4210
N -1.5901 -1.1317 1.7385
O 1.3212 0.2664 -2.5118
H 0.8015 1.4688 1.5768
C 0.6465 0.5209 -0.3130
H -1.3994 1.0884 -0.9556
C 0.7846 0.4312 1.1100

=====

> The highest max |F| belongs to which entry?

C4H8BrN2O